Molecular formula: C25H75N15O10
Method: DFT, ωB97M-V/def2-TZVPD

Its lowest unoccupied orbital energy is 0.093 eV. The SMILES is COC[C@H](C)N.COC[C@H](C)N.COC[C@H](C)N.COC[C@H](C)N.COC[C@H](C)N.NC(N)=O.NC(N)=O.NC(N)=O.NC(N)=O.NC(N)=O. The total energy comes out at -69963.975 eV. As for the energy relative to the best compared isomer or geometry (same formula, charge and spin): 753.8 kJ/mol. As for the total charge: 0.

Last column: Mulliken charge in e.
Atoms and positions in Å:
C: 1.9587 -6.0957 -5.1056  0.647
O: 1.2219 -5.9957 -4.1312  -0.679
N: 2.5222 -5.1107 -5.6672  -0.379
N: 2.1077 -7.1922 -5.8032  -0.412
H: 2.3378 -4.2202 -5.2278  0.241
H: 2.9097 -5.1624 -6.5985  0.171
H: 2.2918 -7.2333 -6.7954  0.189
H: 1.8254 -8.0082 -5.2792  0.223
C: -4.0144 -4.4382 3.2465  0.637
O: -3.1546 -3.6248 3.4386  -0.637
N: -5.2740 -4.1396 2.9869  -0.370
N: -3.8001 -5.6908 2.9543  -0.391
H: -5.5956 -3.1826 3.0169  0.211
H: -5.9661 -4.8526 2.8061  0.143
H: -2.8459 -5.9853 3.1061  0.223
H: -4.5776 -6.3342 2.9151  0.183
C: -5.2374 2.3577 3.6709  0.665
O: -6.1423 1.5855 3.5251  -0.660
N: -4.0452 2.1120 4.0333  -0.354
N: -5.4237 3.6304 3.4834  -0.391
H: -3.8199 1.1488 4.2371  0.230
H: -3.4482 2.8804 4.3040  0.160
H: -6.3217 4.0111 3.2210  0.205
H: -4.6248 4.2483 3.4872  0.141
C: 0.7692 -0.4446 -0.5194  0.702
O: 1.4023 0.0575 -1.5091  -0.682
N: -0.0069 0.2253 0.2945  -0.374
N: 0.4223 -1.6973 -0.3303  -0.326
H: -0.1379 1.2199 0.1779  0.194
H: -0.4849 -0.2084 1.0714  0.156
H: 0.6508 -2.4710 -0.9380  0.207
H: -0.2764 -1.8245 0.3878  0.123
C: 0.2080 -11.2337 -0.4199  0.643
O: 0.1904 -11.6809 -1.4992  -0.607
N: 0.3697 -11.8736 0.7147  -0.404
N: 0.3946 -9.9782 -0.2104  -0.366
H: 0.1975 -12.8630 0.6073  0.219
H: 0.5084 -11.4048 1.5985  0.166
H: 0.2185 -9.3184 -0.9546  0.212
H: 0.4800 -9.6878 0.7532  0.137
C: -3.2100 6.8045 -2.4271  -1.450
C: -2.9620 5.4138 -3.0767  0.394
C: -3.7093 5.1422 -4.4186  -0.626
O: -3.5306 3.8524 -4.9592  -0.315
C: -4.1333 2.8127 -4.2110  -0.691
N: -1.5348 5.1785 -3.2077  -0.658
H: -4.2724 7.0476 -2.4078  0.365
H: -2.8074 7.5784 -3.0807  0.331
H: -2.7901 6.9881 -1.4381  0.323
H: -3.2800 4.6543 -2.3625  0.250
H: -3.2014 5.8405 -5.0838  0.348
H: -4.7298 5.4724 -4.2250  0.335
H: -5.2152 2.8859 -4.3224  0.285
H: -3.6514 2.7802 -3.2338  0.290
H: -3.7331 1.8651 -4.5714  0.269
H: -1.3622 4.1995 -3.3860  0.285
H: -1.1828 5.4876 -4.1025  0.266
C: -0.9773 6.1370 8.1365  -1.362
C: 0.1454 5.8893 7.1052  0.449
C: 1.0023 4.5844 7.4112  -0.719
O: 1.6520 4.6681 8.6787  -0.302
C: 2.7685 5.6006 8.8035  -0.774
N: -0.4086 5.7014 5.8022  -0.645
H: -1.7883 5.4408 7.9229  0.347
H: -1.4152 7.1301 8.0361  0.350
H: -0.6116 5.9234 9.1409  0.300
H: 0.8346 6.7334 7.1302  0.305
H: 1.6958 4.4724 6.5777  0.415
H: 0.2699 3.7882 7.5446  0.292
H: 2.8897 5.7921 9.8697  0.300
H: 2.4984 6.5783 8.4045  0.289
H: 3.7040 5.4398 8.2676  0.312
H: -0.7330 6.5319 5.3277  0.249
H: 0.3794 5.4297 5.2319  0.196
C: 4.6081 7.6565 0.7447  -1.452
C: 3.3686 7.6933 1.6503  0.688
C: 2.6098 9.0228 1.5124  -0.741
O: 3.2415 10.1547 2.0565  -0.361
C: 3.3002 10.2382 3.4775  -0.653
N: 2.5568 6.4933 1.3814  -0.646
H: 5.2301 8.5432 0.8670  0.370
H: 4.2862 7.4429 -0.2745  0.348
H: 5.3973 7.0075 1.1244  0.386
H: 3.7358 7.6048 2.6728  0.031
H: 1.7500 8.7865 2.1393  0.358
H: 2.2063 9.2820 0.5336  0.396
H: 3.6415 9.3251 3.9652  0.268
H: 2.2848 10.4424 3.8171  0.282
H: 3.9138 11.0854 3.7837  0.257
H: 1.8993 6.5901 0.6209  0.229
H: 3.1422 5.6957 1.1783  0.241
C: -5.2500 -8.2703 -6.8547  -1.271
C: -4.1540 -8.4112 -5.7641  0.372
C: -4.3905 -7.5237 -4.5604  -0.694
O: -4.6249 -6.1741 -4.9234  -0.334
C: -4.9806 -5.3437 -3.8054  -0.737
N: -4.1724 -9.7901 -5.3247  -0.713
H: -4.8992 -8.8006 -7.7401  0.312
H: -5.5125 -7.2568 -7.1579  0.332
H: -6.1721 -8.6939 -6.4568  0.291
H: -3.2234 -8.0783 -6.2237  0.352
H: -3.6116 -7.4998 -3.7983  0.365
H: -5.3198 -7.7616 -4.0428  0.299
H: -5.4597 -4.4622 -4.2315  0.217
H: -3.9777 -5.2071 -3.4007  0.329
H: -5.6991 -5.7742 -3.1079  0.305
H: -3.3581 -10.0187 -4.7725  0.274
H: -4.9498 -9.8443 -4.6822  0.301
C: 7.4244 0.0721 -1.4115  -1.473
C: 7.4176 -1.3346 -1.9699  0.342
C: 7.0958 -2.3623 -0.8277  -0.656
O: 7.0874 -3.7216 -1.4507  -0.310
C: 6.6488 -4.5721 -0.4842  -0.792
N: 6.4028 -1.3049 -3.0591  -0.758
H: 6.5364 0.3579 -0.8476  0.350
H: 7.5765 0.7770 -2.2288  0.384
H: 8.3045 0.1246 -0.7706  0.388
H: 8.4230 -1.4792 -2.3653  0.353
H: 6.0855 -2.1024 -0.5117  0.299
H: 7.7790 -2.2595 0.0154  0.410
H: 7.1872 -4.3325 0.4328  0.313
H: 6.8196 -5.6246 -0.7104  0.276
H: 5.6405 -4.4084 -0.1038  0.330
H: 5.5211 -1.1228 -2.6013  0.255
H: 6.2435 -2.2286 -3.4351  0.290

Molecular formula: C25H75N16O11
Method: DFT, ωB97M-V/def2-TZVPD

Its lowest unoccupied orbital energy is 2.016 eV. The total energy comes out at -73510.739 eV. As for the energy relative to the best compared isomer or geometry (same formula, charge and spin): 0.0 kJ/mol. As for the total charge: -1.

Last column: Mulliken charge in e.
Atoms and positions in Å:
C: 0.6957 -1.8491 1.7082  -0.454
C: 0.0604 -0.4559 1.7814  -0.920
C: -0.5997 -0.0249 0.4943  0.514
O: -0.6711 -0.1510 2.9483  1.004
H: 1.6392 -1.7969 2.2509  -0.335
H: 0.9746 -2.1256 0.6880  0.308
H: 0.0209 -2.5993 2.1152  -0.201
H: 0.9031 0.2557 1.8971  0.991
H: -0.0685 -0.2726 -0.4256  0.407
H: -0.7724 1.0520 0.5648  -0.022
H: -1.5970 -0.4630 0.3623  -1.013
C: -4.3519 -2.5285 -1.2998  -1.474
C: -3.1847 -3.3048 -1.8786  0.364
C: -1.9875 -3.4102 -0.9527  -0.069
O: -2.3528 -4.2174 0.1560  -0.183
C: -1.2973 -4.9512 0.7669  -0.938
N: -3.7062 -4.6281 -2.3095  -0.809
H: -4.8760 -3.0686 -0.5018  0.379
H: -5.0798 -2.2430 -2.0566  0.404
H: -4.0763 -1.6629 -0.6821  0.156
H: -2.8336 -2.7569 -2.7593  0.214
H: -1.7177 -2.3850 -0.6860  -0.220
H: -1.1110 -3.8239 -1.4570  0.683
H: -0.3768 -4.4172 1.0005  0.312
H: -1.0723 -5.8176 0.1426  0.357
H: -1.6759 -5.2372 1.7485  0.331
H: -4.7046 -4.5318 -2.4344  0.283
H: -3.5921 -5.2857 -1.5456  0.345
C: 1.2811 -3.0219 -3.0679  -1.002
C: 1.9341 -1.6948 -3.4625  1.050
C: 3.4193 -2.0010 -3.6774  -0.788
O: 4.2057 -0.8230 -3.7442  -0.323
C: 5.5101 -1.1278 -4.1690  -0.886
N: 1.2558 -1.2383 -4.6725  -0.823
H: 1.6552 -3.3499 -2.0958  0.415
H: 1.3642 -3.7815 -3.8470  0.427
H: 0.1988 -2.9221 -2.9558  -0.203
H: 1.6922 -0.9677 -2.6778  0.043
H: 3.3789 -2.6133 -4.5884  0.328
H: 3.8896 -2.6137 -2.9000  0.344
H: 5.6298 -1.2922 -5.2412  0.351
H: 6.0359 -1.9029 -3.5983  0.324
H: 6.1720 -0.2859 -3.9379  0.321
H: 1.6062 -0.3697 -5.0655  0.327
H: 0.3085 -0.9697 -4.3916  0.135
C: -2.1338 4.8940 -5.6283  -1.188
C: -2.9310 5.3995 -4.4714  0.814
C: -2.0466 5.7269 -3.2508  -0.850
O: -1.4939 4.4909 -2.7913  -0.418
C: -1.0769 4.5700 -1.4402  -0.938
N: -3.6292 6.6304 -4.8938  -0.762
H: -2.8183 4.6460 -6.4487  0.329
H: -1.4621 4.0618 -5.4393  0.120
H: -1.5342 5.6459 -6.1526  0.348
H: -3.7026 4.6705 -4.2091  0.219
H: -2.6883 6.2443 -2.5308  0.298
H: -1.2265 6.4073 -3.4904  0.311
H: -0.6212 3.5943 -1.2610  0.238
H: -1.8570 4.8378 -0.7239  0.422
H: -0.2490 5.2545 -1.2126  0.356
H: -4.3740 6.3830 -5.5345  0.268
H: -4.0805 7.1149 -4.1267  0.224
C: 7.7845 -0.9290 -0.3420  -1.259
C: 6.6442 0.0502 -0.0102  0.802
C: 6.1617 -0.0026 1.4361  -0.978
O: 5.5531 -1.2365 1.8058  -0.448
C: 4.4429 -1.6084 1.0192  -0.632
N: 7.2703 1.3961 -0.2166  -0.813
H: 7.4145 -1.9308 -0.0904  0.300
H: 8.6594 -0.7704 0.2808  0.415
H: 7.8434 -0.9532 -1.4279  0.313
H: 5.8077 -0.0204 -0.7038  0.101
H: 5.5336 0.8435 1.7463  0.477
H: 6.9754 -0.0250 2.1694  0.304
H: 3.8874 -2.4033 1.5150  0.321
H: 4.6433 -1.8911 -0.0175  0.191
H: 3.7950 -0.7199 1.0541  0.332
H: 8.1192 1.4399 0.3460  0.311
H: 6.7095 2.0518 0.3330  0.285
C: -1.3125 0.8826 -3.3971  0.723
O: -1.4172 -0.1986 -3.9878  -0.820
N: -0.7571 1.9662 -4.0363  -0.208
N: -1.8068 1.1192 -2.1661  0.085
H: -0.4290 1.7894 -4.9633  0.214
H: -0.7775 2.8461 -3.5216  0.264
H: -2.2653 0.4356 -1.5950  -0.112
H: -1.8615 2.0764 -1.8772  -0.004
C: -4.6563 1.1907 1.3223  0.510
O: -5.1564 0.4008 0.5172  -0.669
N: -5.1227 2.4632 1.5067  -0.369
N: -3.5320 0.9309 2.0469  0.074
H: -4.6152 3.0356 2.1498  0.134
H: -6.0081 2.7048 1.1049  0.223
H: -2.9910 0.0975 1.9036  -0.291
H: -3.1319 1.7142 2.5336  0.352
C: -0.8882 3.4264 3.0252  0.200
O: -1.0919 4.6500 3.0684  -0.763
N: -1.6155 2.5131 3.7106  -0.349
N: 0.1342 2.9098 2.3218  -0.101
H: -1.3991 1.5230 3.5607  0.036
H: -2.4325 2.7421 4.2442  0.239
H: 0.2127 1.9053 2.2384  -0.070
H: 0.7562 3.5603 1.8822  0.164
C: -1.0888 -1.1571 6.4281  0.350
O: -1.2809 -1.6953 7.5284  -0.775
N: -1.9275 -0.1850 5.9807  -0.235
N: -0.1330 -1.5568 5.5620  -0.148
H: -1.7653 0.1234 5.0389  0.096
H: -2.6823 0.0178 6.6036  0.223
H: 0.3993 -2.3735 5.7779  0.190
H: -0.0532 -1.0079 4.7051  0.073
C: -3.5650 -2.9327 3.3793  0.303
O: -3.7143 -2.3694 4.4645  -0.688
N: -4.4868 -3.7628 2.8199  -0.350
N: -2.6174 -2.4910 2.5057  0.298
H: -5.3311 -3.9456 3.3286  0.222
H: -4.3678 -4.1014 1.8827  0.154
H: -2.5890 -2.7541 1.5282  0.155
H: -2.1698 -1.6216 2.7967  -0.531
C: 2.6493 0.6884 4.9733  0.258
O: 3.5364 0.8140 5.8372  -0.754
N: 1.7925 1.6772 4.6738  -0.274
N: 2.4719 -0.4823 4.3292  -0.036
H: 1.8433 2.5576 5.1457  0.196
H: 1.0098 1.4662 4.0752  0.469
H: 3.0836 -1.2475 4.5279  0.152
H: 1.7051 -0.5315 3.6803  -0.077